DFT (ωB97M-V/def2-TZVPD) results for a molecular structure, C18H27N5O7P2Re.

Last column: Mulliken charge in e.
Element x y z (Å)
Re (0.311229, 0.468743, 0.017961)  1.99
C (-1.815103, -1.477195, 0.140776)  0.18
C (-1.076334, -2.534758, 0.647816)  1.31
C (-0.328657, -2.050731, 1.737455)  0.47
C (-0.652075, -0.666788, 1.980991)  -0.18
C (-1.497716, -0.231079, 0.917897)  2.23
C (-2.683323, 0.697986, 1.129834)  -1.60
C (-0.503181, 0.015740, 3.305005)  -1.78
C (0.563407, -2.888775, 2.577278)  -2.13
C (-1.006233, -3.935776, 0.127329)  -1.72
C (-2.818678, -1.535119, -0.947814)  -2.24
H (-3.435381, 0.212535, 1.756370)  0.36
H (-3.165388, 0.961904, 0.188432)  0.44
H (-2.394198, 1.625580, 1.624444)  0.41
H (-1.268930, -0.375995, 3.982955)  0.45
H (-0.665332, 1.089158, 3.237942)  0.26
H (0.447940, -0.170789, 3.794673)  0.53
H (-0.013556, -3.691033, 3.045370)  0.46
H (1.060161, -2.326460, 3.365609)  0.37
H (1.318004, -3.376728, 1.954644)  0.33
H (-1.529972, -4.633568, 0.783814)  0.38
H (0.029286, -4.273313, 0.058959)  0.32
H (-1.450816, -4.016122, -0.862597)  0.38
H (-3.785340, -1.812459, -0.514946)  0.35
H (-2.564321, -2.285032, -1.695452)  0.49
H (-2.951729, -0.574408, -1.444983)  0.36
C (2.699131, -2.173703, -3.561964)  -1.66
C (2.546141, -0.927017, -2.699302)  1.22
O (3.400572, 0.141688, -3.077331)  -0.63
P (3.061453, -1.213026, -0.958838)  0.03
O (2.716164, -2.667056, -0.487403)  -0.47
O (4.624838, -1.192633, -0.947589)  -0.55
O (2.408721, -0.177337, -0.080476)  -0.70
P (0.799740, -0.376405, -2.531892)  0.67
O (0.103983, -0.744234, -3.890569)  -0.54
O (0.665362, 1.077691, -2.090560)  -0.83
O (0.220427, -1.195013, -1.363927)  -0.53
H (3.725412, -2.540473, -3.513793)  0.45
H (2.464742, -1.927840, -4.597676)  0.45
H (2.018185, -2.965821, -3.247192)  0.36
H (3.359973, 0.288442, -4.030097)  0.40
H (3.367655, -3.356717, -0.703725)  0.36
H (5.052558, -0.366628, -1.238466)  0.40
H (-0.438678, -0.057860, -4.313495)  0.41
N (-1.153372, 4.365236, -0.508386)  0.12
C (-1.300210, 3.078387, -0.807953)  -0.40
N (-0.501859, 2.383477, -0.010175)  0.10
C (0.141205, 3.338935, 0.728427)  0.25
N (-0.234084, 4.557668, 0.459408)  -0.70
C (1.154217, 2.854214, 1.647809)  0.53
C (1.920549, 3.624595, 2.503950)  -0.64
N (2.824909, 3.074083, 3.303339)  -0.49
C (2.953629, 1.752081, 3.242376)  -0.55
C (2.201035, 0.961253, 2.390098)  -0.52
N (1.284331, 1.512827, 1.585151)  0.70
H (-1.621527, 5.159110, -0.920606)  0.22
H (-1.974366, 2.689067, -1.551725)  0.55
H (1.799826, 4.700875, 2.525623)  0.51
H (3.689370, 1.293251, 3.891003)  0.41
H (2.341703, -0.105736, 2.320397)  0.66

Forces on the atoms, in the same order (eV/Å):
Re 0.9 -0.8 0.9
C 0.0 -0.3 0.5
C -0.4 0.1 -0.3
C -0.2 0.4 0.3
C 1.6 0.5 -0.6
C -1.7 -0.2 -0.7
C 0.2 0.1 0.3
C -0.5 -0.3 0.2
C 0.1 0.1 -0.1
C 0.0 0.1 0.0
C 0.2 0.0 -0.1
H 0.0 0.0 0.0
H 0.0 0.0 0.0
H 0.0 0.0 0.0
H 0.0 0.0 0.0
H 0.0 0.0 0.0
H 0.1 0.0 0.0
H 0.0 0.0 0.0
H 0.0 0.0 0.0
H 0.0 0.0 0.0
H 0.0 0.0 0.0
H 0.0 0.0 0.0
H 0.0 0.0 0.0
H 0.0 0.0 0.0
H 0.0 0.0 0.0
H 0.0 0.0 0.0
C 0.0 0.0 0.0
C 0.0 0.0 0.1
O 0.0 0.0 0.0
P -0.1 0.2 -0.1
O 0.1 -0.1 -0.1
O 0.1 0.3 0.1
O 0.0 -0.4 0.0
P -0.2 -0.3 0.3
O 0.0 0.5 -0.2
O 0.0 -0.1 0.2
O -0.1 0.1 -0.3
H 0.0 0.0 0.0
H 0.0 0.0 0.0
H 0.0 0.0 0.0
H 0.0 0.0 -0.1
H -0.1 0.1 0.1
H -0.1 -0.2 0.0
H 0.1 -0.2 0.1
N 0.1 0.1 0.1
C -0.2 0.0 0.1
N -0.1 0.0 -0.3
C 0.2 0.0 0.3
N -0.2 -0.1 -0.2
C -0.4 0.0 -0.1
C 0.1 0.0 0.1
N -0.1 0.0 -0.1
C 0.0 0.1 0.1
C 0.0 0.0 -0.1
N 0.3 0.5 -0.3
H 0.0 0.0 0.0
H 0.0 0.0 0.0
H 0.0 0.0 0.0
H 0.0 0.0 0.0
H 0.0 0.0 0.1

For the electronic energy, the calculation gives -2263.2459 a.u. As for the multiplicity: 2. As for the orbital gap (spin up / spin down): 7.1 / 7.0 eV. The calculation puts the HOMO energy (spin up / spin down) at -13.927 / -13.838 eV. As for the charge: +2.


DFT (ωB97M-V/def2-TZVPD) results for C18H27NO in the gas phase.

Last column: Mulliken charge in e.
Element x y z (Å)
C (-5.390415, 1.757379, -0.003165)  -1.01
C (-5.969055, 0.611645, -0.824009)  -0.53
C (-5.387218, -0.758420, -0.470267)  -0.75
C (-3.885128, -0.892550, -0.759398)  -0.43
C (-3.019887, -0.724411, 0.489656)  -1.08
C (-1.516375, -0.805774, 0.202918)  0.80
C (-0.734676, -1.002630, 1.504203)  -1.05
C (0.764735, -1.099697, 1.241657)  -1.04
C (1.269832, 0.162318, 0.534183)  0.36
C (2.754488, 0.102377, 0.294406)  0.62
C (3.599307, 1.037580, 0.880884)  -0.67
C (4.964846, 1.005330, 0.667681)  -0.88
C (5.521764, 0.021648, -0.142451)  0.76
C (6.984311, -0.084884, -0.405814)  0.28
N (7.672701, 1.085027, -0.351062)  -0.37
O (7.534960, -1.137976, -0.651718)  -0.63
C (4.683334, -0.931445, -0.713961)  -1.10
C (3.320354, -0.886456, -0.504438)  -0.15
C (0.496261, 0.355694, -0.774324)  -1.17
C (-1.001958, 0.450258, -0.502855)  -0.82
H (-4.332565, 1.890688, -0.213423)  0.19
H (-5.514081, 1.564716, 1.060519)  0.29
H (-5.902030, 2.687193, -0.243464)  0.37
H (-7.050189, 0.576515, -0.667108)  0.36
H (-5.798994, 0.808213, -1.885475)  0.30
H (-5.932032, -1.507756, -1.048969)  0.31
H (-5.574318, -0.966120, 0.585444)  0.37
H (-3.683448, -1.880797, -1.179301)  0.38
H (-3.601429, -0.158031, -1.514116)  0.21
H (-3.283804, -1.515671, 1.196538)  0.39
H (-3.238677, 0.229244, 0.971484)  0.24
H (-1.331761, -1.670599, -0.445011)  0.26
H (-1.074963, -1.912122, 2.004404)  0.43
H (-0.934529, -0.161431, 2.172771)  0.36
H (0.967512, -1.974141, 0.620858)  0.31
H (1.301313, -1.229202, 2.184395)  0.38
H (1.059035, 1.020931, 1.182209)  0.54
H (3.181279, 1.803918, 1.518846)  0.37
H (5.593410, 1.732348, 1.162306)  0.36
H (7.212432, 1.973780, -0.280587)  0.19
H (8.655463, 1.066479, -0.567065)  0.22
H (5.125835, -1.704133, -1.324503)  0.42
H (2.691584, -1.633404, -0.965137)  0.26
H (0.689837, -0.484699, -1.443232)  0.30
H (0.842860, 1.264443, -1.272413)  0.38
H (-1.527520, 0.593195, -1.448439)  0.40
H (-1.202400, 1.321427, 0.126366)  0.27

Forces on the atoms, in the same order (eV/Å):
C -0.2 -0.1 -0.2
C 0.0 -0.1 0.2
C 0.0 0.1 -0.3
C -0.1 0.0 0.3
C 0.3 -0.2 -0.4
C -0.3 0.3 0.4
C 0.1 -0.3 -0.3
C -0.1 0.3 0.3
C 0.1 -0.3 -0.2
C 0.0 0.2 0.1
C -0.1 0.0 0.0
C 0.2 -0.1 -0.1
C -0.3 -0.1 0.1
C 0.1 0.1 0.0
N 0.2 0.3 0.1
O 0.0 -0.2 -0.1
C 0.2 0.0 0.0
C 0.0 0.0 0.0
C -0.1 0.3 0.2
C 0.1 -0.3 -0.2
H 0.2 0.1 0.0
H 0.0 0.0 0.1
H 0.0 0.1 0.0
H 0.0 0.0 -0.1
H -0.1 0.0 -0.1
H 0.0 0.0 0.1
H -0.1 -0.1 0.1
H 0.1 0.0 -0.1
H 0.0 0.0 -0.1
H -0.1 0.0 0.1
H 0.0 0.1 0.1
H 0.0 0.0 0.0
H -0.1 0.0 0.1
H -0.1 0.1 0.1
H 0.1 -0.1 0.0
H 0.1 -0.1 0.0
H 0.0 0.0 0.0
H -0.1 0.1 0.1
H 0.1 0.1 0.0
H 0.0 -0.1 -0.1
H -0.1 0.0 0.0
H 0.0 -0.1 0.0
H -0.1 -0.1 -0.1
H 0.1 0.0 -0.1
H 0.1 0.0 -0.1
H -0.1 0.1 0.0
H -0.1 0.1 0.0

For the electronic energy, the calculation gives -832.1296 a.u. As for the orbital gap: 10.0 eV. The calculation puts the HOMO energy at -9.158 eV. The structure (SMILES) is CCCCC[C@H]1CC[C@H](c2ccc(C(N)=O)cc2)CC1.


- Which formula does entry 1 have?
  C18H27N5O7P2Re